(1)
A structure of composition C17H44BaF3N2O23P4 at a distorted geometry, computed with wB97M-V/def2-TZVPD.

Properties
Frontier orbital gap, eV: 3.28
Net charge: +1
Relative energy (zero: lowest compared OMol25 entry of this formula, charge and spin), kJ/mol: 977.2
Max |F|, eV/A: 5.832
Molecular weight, u: 962.75

```
94
Properties=species:S:1:pos:R:3:lowdin_charge:R:1
Ba -3.836 -2.614 -0.182 1.862
P -3.327 0.979 5.053 0.468
P -1.570 -4.655 -5.617 0.491
P 3.763 -3.733 6.553 0.424
P -4.025 2.932 -3.372 0.448
F 4.982 4.276 1.209 0.162
F 3.484 3.552 -0.284 0.123
F 5.629 3.755 -0.739 0.172
O 5.149 -4.405 7.202 -0.221
O -4.653 3.895 -2.217 -0.213
O 4.357 -3.056 5.243 -0.248
O -1.462 -3.758 -6.976 -0.224
O -4.887 2.925 -4.726 -0.175
O 0.417 -3.402 0.568 -0.124
O 3.076 -4.991 5.980 -0.191
O -3.339 0.464 3.620 -0.306
O 5.169 6.705 -0.184 0.125
O 3.208 5.991 -1.128 0.011
O 6.075 0.140 -4.412 0.038
O 2.973 -2.822 7.446 -0.248
O 4.368 1.418 -3.980 0.068
O -2.664 3.668 -3.658 -0.198
O -2.112 2.061 5.391 -0.238
O 0.007 -5.164 -5.425 -0.212
O -3.315 -0.142 6.214 -0.248
O -2.422 -5.946 -5.967 -0.215
O -2.165 -3.913 -4.440 -0.318
O 0.553 -1.405 0.216 -0.066
O -4.578 1.849 5.506 -0.233
O 2.337 -2.476 0.477 0.014
O -3.870 1.519 -2.882 -0.294
N 4.836 0.372 -4.328 -0.434
N 1.139 -2.418 0.417 -0.737
C 2.406 7.096 -3.121 -0.055
C -2.381 -2.733 -7.360 -0.093
C -1.477 3.058 -3.214 -0.107
C -3.870 -5.997 -5.681 -0.061
C 3.824 -0.672 -4.629 0.034
C -5.924 1.253 5.678 -0.045
C 5.149 -1.941 5.291 -0.119
C -4.063 4.057 -0.968 -0.126
C 0.407 -5.866 -4.255 -0.115
C 4.381 5.809 -0.509 -0.322
C -5.138 4.168 -5.290 -0.136
C 4.616 4.310 -0.077 -0.501
C -0.813 1.621 5.011 -0.103
C 5.973 -5.147 6.341 -0.136
C -3.208 0.044 7.592 -0.102
C 1.720 -5.008 5.526 -0.081
C 2.798 7.270 -1.657 -0.197
H 3.591 8.013 -1.574 0.119
H 1.648 -5.566 4.593 0.094
H -0.484 -6.108 -3.676 0.076
H -4.101 -0.314 8.105 0.093
H -1.404 1.979 -3.348 0.085
H -2.283 -0.484 7.823 0.102
H 0.951 -6.778 -4.500 0.090
H 1.595 6.381 -3.253 0.072
H -0.160 2.103 5.739 0.094
H -5.547 4.066 -6.296 0.098
H 1.155 -5.471 -3.567 0.092
H -6.694 1.974 5.404 0.091
H -5.961 0.347 5.072 0.077
H 1.315 -4.008 5.372 0.083
H -1.373 3.209 -2.139 0.085
H -4.259 4.797 -5.427 0.092
H -3.124 3.517 -0.848 0.079
H -4.331 -5.518 -6.545 0.090
H 5.564 -1.814 6.291 0.095
H 3.032 -0.703 -3.881 0.101
H 7.037 -5.131 6.574 0.093
H -6.115 0.943 6.706 0.084
H -2.736 -2.831 -8.386 0.094
H -1.898 -1.791 -7.098 0.096
H 2.007 8.064 -3.426 0.078
H 3.294 6.898 -3.722 0.086
H -0.624 3.412 -3.793 0.098
H -3.322 -2.790 -6.812 0.075
H -4.203 -5.546 -4.746 0.067
H 5.703 -6.191 6.500 0.084
H -4.258 -7.009 -5.559 0.087
H 3.523 -0.470 -5.657 0.101
H -5.851 4.714 -4.673 0.094
H 5.724 -4.951 5.298 0.084
H -4.700 3.952 -0.090 0.092
H 4.604 -1.080 4.903 0.100
H -3.115 1.102 7.839 0.095
H 2.033 7.698 -1.009 0.126
H -0.720 0.538 5.088 0.092
H -0.603 2.130 4.070 0.096
H 0.960 -5.357 6.226 0.087
H 4.327 -1.639 -4.639 0.093
H 5.938 -2.324 4.644 0.100
H -3.834 5.114 -0.836 0.094
```

(2)
A structure of composition C17H44Be3F6N4O7P at a distorted geometry, computed with wB97M-V/def2-TZVPD.

Properties
Frontier orbital gap, eV: 4.65
Net charge: +3
Relative energy (zero: lowest compared OMol25 entry of this formula, charge and spin), kJ/mol: 76.3
Max |F|, eV/A: 4.969
Molecular weight, u: 588.56

```
82
Properties=species:S:1:pos:R:3:lowdin_charge:R:1
P 2.700 0.916 2.736 0.283
F 3.064 0.932 1.112 -0.212
F 1.094 0.817 2.316 -0.203
F 2.899 -0.708 2.693 -0.165
F 4.296 1.163 3.134 -0.149
F 2.431 2.481 2.763 -0.118
F 2.320 0.761 4.352 -0.165
O -0.222 3.324 0.776 -0.229
O -0.536 -1.258 0.414 -0.055
O 1.909 0.494 -3.487 -0.226
O -2.494 1.802 -0.663 -0.255
O 1.923 -4.457 0.683 -0.282
O 0.646 0.375 -0.379 -0.034
O 1.253 -1.677 -0.679 -0.072
N -0.263 -4.231 2.284 0.103
N -3.681 0.296 1.502 0.081
N 3.555 -1.791 -3.014 0.080
N -2.496 3.149 2.508 0.073
C 3.250 -1.374 -4.374 -0.374
C -3.025 5.475 2.092 -0.038
C -1.059 4.485 0.891 -0.163
C 0.774 1.369 -3.652 -0.047
C 0.506 -0.838 -0.109 -1.018
C -3.803 1.165 -0.766 -0.146
C 3.351 -2.619 -5.299 -0.021
C -5.205 -0.818 -0.018 -0.022
C 1.880 -0.639 -4.357 -0.162
C 0.975 3.559 0.027 -0.066
C -2.405 4.192 1.496 -0.434
C 3.029 -4.814 -0.151 -0.054
C 1.002 -3.776 4.256 -0.018
C -2.231 2.796 -1.686 -0.028
C 0.994 -3.660 2.759 -0.416
C 2.169 -4.371 2.091 -0.140
C -3.918 -0.045 0.126 -0.479
Be 3.036 0.107 -1.378 1.188
Be -0.391 -3.656 -0.492 1.233
Be -1.220 1.059 1.332 1.048
H 2.233 -5.348 2.570 0.146
H -5.059 -1.830 0.361 0.090
H -0.141 0.840 -3.387 0.097
H -2.913 3.617 -1.463 0.105
H -3.884 0.872 -1.813 0.136
H -3.297 6.276 1.405 0.098
H 1.139 -1.339 -3.970 0.125
H -1.173 3.055 -1.639 0.074
H -1.834 3.326 3.251 0.099
H -0.639 5.159 1.637 0.143
H 1.559 2.661 -0.175 0.054
H 0.957 2.250 -3.037 0.090
H 2.846 -2.462 -2.754 0.076
H -3.220 3.883 0.841 0.118
H -3.392 3.358 2.925 0.092
H -0.371 -5.160 2.666 0.111
H 1.913 -3.440 4.750 0.109
H -4.408 0.994 1.575 0.096
H -2.453 2.324 -2.642 0.099
H 0.869 -4.802 4.600 0.103
H 3.429 -3.825 -0.375 0.079
H -1.194 5.078 -0.014 0.144
H -4.561 1.930 -0.600 0.146
H 1.504 -0.464 -5.365 0.151
H 3.730 -5.427 0.415 0.113
H -0.998 -3.645 2.652 0.099
H 4.461 -2.234 -3.065 0.112
H -2.442 5.949 2.882 0.097
H 0.277 -3.083 4.683 0.098
H -3.063 -0.652 -0.171 0.114
H -4.067 -0.438 2.078 0.103
H 3.096 -3.814 2.233 0.148
H -5.939 -0.487 0.716 0.099
H 1.644 4.159 0.643 0.111
H 0.661 4.051 -0.894 0.090
H 3.694 -2.355 -6.299 0.098
H 0.826 -2.676 2.322 0.123
H 4.039 -0.689 -4.683 0.151
H -3.973 5.258 2.584 0.087
H 2.365 -3.059 -5.451 0.083
H -5.586 -0.839 -1.038 0.101
H 0.651 1.778 -4.655 0.113
H 2.687 -5.220 -1.103 0.091
H 3.920 -3.511 -5.037 0.092
```

(3)
A cluster of 5 separate species, C17H44NO15PS4 in total, computed with wB97M-V/def2-TZVPD.

Properties
Frontier orbital gap, eV: 9.58
Net charge: 0
SMILES string: CCNOC(=O)OP(C)C.CCOS(C)(=O)=O.CCOS(C)(=O)=O.CCOS(C)(=O)=O.CCOS(C)(=O)=O
Relative energy (zero: lowest compared OMol25 entry of this formula, charge and spin), kJ/mol: 0.0
Max |F|, eV/A: 0.721
Molecular weight, u: 661.77

```
82
Properties=species:S:1:pos:R:3:lowdin_charge:R:1
S 5.292 -1.866 -3.725 0.553
S 0.641 5.368 -1.054 0.565
S 0.755 -1.627 -0.889 0.551
S -3.557 3.318 -0.499 0.567
P -3.554 -4.043 4.216 0.914
O -0.725 -1.847 4.410 -0.003
O 1.791 6.141 -1.413 -0.274
O 1.066 4.173 -0.108 -0.254
O -4.152 2.045 -0.219 -0.275
O -4.710 4.392 -0.682 -0.260
O 0.367 -2.905 -0.370 -0.279
O -2.581 -1.160 3.413 0.140
O -2.557 3.835 0.386 -0.282
O -0.503 -0.705 -1.138 -0.265
O 6.481 -1.852 -4.770 -0.263
O 1.732 -0.869 -0.159 -0.293
O 4.813 -3.209 -3.578 -0.279
O 4.352 -0.834 -4.046 -0.282
O -0.200 4.858 -2.099 -0.288
O -2.693 -2.793 4.970 -0.234
N -0.147 -3.165 4.494 -0.011
C 6.213 -1.392 -2.306 -0.114
C -5.710 4.475 0.367 -0.244
C -1.476 -0.557 -0.063 -0.218
C -2.943 3.346 -2.144 -0.115
C 5.428 -1.648 -6.990 -0.071
C 1.044 -4.819 3.185 -0.078
C 2.997 3.059 -1.191 -0.059
C 6.252 -2.498 -6.050 -0.242
C -2.068 -1.895 4.191 -0.668
C 1.556 2.965 -0.741 -0.246
C -0.326 6.247 0.118 -0.113
C -5.214 5.221 1.586 -0.070
C 1.281 -1.773 -2.556 -0.116
C -5.178 -3.833 5.043 -0.267
C -2.844 -5.434 5.182 -0.269
C -0.945 0.246 1.099 -0.063
C 0.154 -3.589 3.122 -0.257
H -0.158 -0.297 1.621 0.069
H -3.520 -5.823 5.943 0.028
H -0.654 7.161 -0.372 0.079
H -1.746 0.439 1.807 0.072
H -5.437 -4.720 5.621 0.028
H 1.936 -4.619 3.786 0.074
H 0.727 -2.975 4.974 0.125
H 0.297 6.477 0.978 0.078
H -6.039 3.465 0.613 0.113
H 3.632 3.390 -0.369 0.086
H -5.190 -2.967 5.706 0.045
H -4.430 4.668 2.100 0.073
H 5.795 -3.472 -5.871 0.113
H -0.790 -3.829 2.626 0.108
H 1.379 -5.086 2.184 0.077
H 3.327 2.073 -1.521 0.078
H -3.718 2.984 -2.813 0.078
H -2.646 4.363 -2.389 0.065
H 6.939 -2.169 -2.085 0.077
H -1.921 -5.097 5.655 0.033
H 5.860 -0.653 -7.085 0.086
H -2.323 -0.062 -0.532 0.109
H 5.496 -1.290 -1.494 0.078
H -0.530 1.198 0.764 0.069
H -5.932 -3.688 4.268 0.026
H 0.520 -5.666 3.633 0.070
H 3.116 3.762 -2.014 0.076
H -4.812 6.193 1.301 0.084
H 4.404 -1.539 -6.637 0.072
H -6.540 4.995 -0.105 0.122
H -1.806 -1.548 0.251 0.117
H 0.889 2.712 -1.565 0.111
H 2.231 -2.303 -2.538 0.061
H 0.538 -2.334 -3.117 0.079
H -2.076 2.689 -2.161 0.073
H 6.697 -0.441 -2.509 0.078
H -2.591 -6.228 4.476 0.026
H 7.254 -2.663 -6.440 0.122
H -1.177 5.628 0.395 0.042
H 5.407 -2.119 -7.973 0.082
H -6.044 5.371 2.276 0.082
H 1.419 -0.777 -2.967 0.075
H 1.435 2.204 0.028 0.110
H 0.646 -2.787 2.561 0.111
```